13
Properties=species:S:1:pos:R:3 method="wB97M-V/def2-TZVPD" energy_ha=-344.470845 total_charge=0 homo_ev=-9.0 de_lowest_ev=3.5665 lumo_energy_ev=0.27 homo_lumo_gap_ev=9.2
H 0.074 -1.292 -0.179
H -2.147 -0.751 1.386
C 1.172 -0.441 -1.650
O -0.168 -2.106 0.285
H -0.773 -0.544 2.637
C -0.804 0.824 1.052
C 0.500 2.121 -0.759
H 0.512 -2.183 0.962
H 1.522 2.452 -0.582
C -0.210 1.568 0.208
H 0.092 2.196 -1.770
C -1.271 -0.196 1.731
O 1.826 -0.154 -2.533

=====

13
Properties=species:S:1:pos:R:3 method="wB97M-V/def2-TZVPD" energy_ha=-344.501628 total_charge=0 homo_ev=-10.0 de_lowest_ev=2.7288 lumo_energy_ev=0.61 homo_lumo_gap_ev=10.6
H 0.225 -0.866 1.967
H -1.719 2.512 -0.487
H -0.710 -2.183 1.158
O 1.611 -3.241 0.698
H 0.006 2.923 -0.472
C -0.714 2.143 -0.737
C -0.462 0.916 0.002
C 0.069 -1.424 1.037
H -0.975 0.998 -2.245
H 2.157 -1.337 0.291
C -0.306 -0.248 0.275
C 1.387 -2.059 0.630
O -0.569 1.866 -2.116

=====

13
Properties=species:S:1:pos:R:3 method="wB97M-V/def2-TZVPD" energy_ha=-344.464349 total_charge=0 homo_ev=-8.1 de_lowest_ev=3.7433 lumo_energy_ev=0.73 homo_lumo_gap_ev=8.8
H 2.489 -0.213 -1.020
O -0.144 1.469 1.714
H 0.860 -1.212 1.099
C 1.652 0.302 -0.545
H -2.396 -0.043 0.911
C -0.321 0.608 0.894
C 0.701 -0.399 0.367
H 1.892 1.362 -0.321
H -2.041 1.172 -0.351
H 0.274 -1.774 -1.368
O -1.339 -0.701 -0.766
C -1.645 0.309 0.190
C 0.018 -0.880 -0.804

=====

13
Properties=species:S:1:pos:R:3 method="wB97M-V/def2-TZVPD" energy_ha=-344.526304 total_charge=0 homo_ev=-9.9 de_lowest_ev=2.0574 lumo_energy_ev=0.25 homo_lumo_gap_ev=10.2
H -0.569 -2.031 0.329
H 0.985 2.473 1.903
C 1.302 1.473 1.621
C -0.021 -0.001 -0.087
C 0.599 0.737 0.808
H 1.153 1.007 -1.642
C 0.465 0.156 -1.477
O -2.056 -1.126 -0.805
H 2.235 1.099 2.037
C -1.076 -1.062 0.197
H -1.583 -1.304 -1.633
H -1.590 -0.830 1.133
O 0.157 -0.590 -2.385